[1]
Entry from the OMol25 dataset: C30H29BClF5N7O7SSn as an isolated structure in a non-equilibrium geometry (wB97M-V/def2-TZVPD).

Structure (XYZ):
```
82
Properties=species:S:1:pos:R:3:forces:R:3
Sn 0.32850 -0.79028 0.07561 0.07 -0.06 0.33
N 2.12094 1.62155 3.88624 0.05 0.12 0.28
C 1.77827 1.14047 2.65587 -0.13 -0.52 -0.39
S 0.68052 -0.19053 2.68730 -0.07 -0.18 -0.21
N 2.36661 1.69402 1.64255 0.58 0.81 0.63
N 2.04897 1.26828 0.41254 -0.54 -0.70 -0.85
C 2.86132 1.58278 -0.53812 -0.06 0.19 1.20
C 4.13828 2.26601 -0.22534 0.19 0.09 0.19
C 4.16148 3.56907 0.25953 0.05 -0.03 -0.19
C 5.36220 4.14420 0.63613 -0.02 0.14 -0.01
C 6.53718 3.41650 0.54333 0.16 -0.02 0.01
C 6.51235 2.11236 0.07664 0.19 0.05 0.03
C 5.31836 1.53469 -0.31052 -0.23 0.06 -0.04
C 2.56949 1.21497 -1.91017 -0.03 -0.12 -1.01
C 3.37289 1.67916 -2.95770 -0.12 0.00 0.32
C 3.07197 1.30093 -4.24964 -0.27 -0.11 -0.04
C 1.97053 0.48718 -4.46889 0.20 0.13 -0.01
C 1.22800 0.08251 -3.37015 -0.11 -0.11 -0.25
N 1.51617 0.43223 -2.13539 0.03 0.17 0.33
H 1.51875 1.33737 4.63766 0.07 0.12 0.06
H 2.57012 2.52115 3.92269 0.00 0.01 -0.04
H 3.23493 4.11897 0.34200 -0.06 0.01 0.05
H 5.38725 5.15921 1.01341 -0.03 0.03 -0.01
H 7.47714 3.86417 0.83516 0.07 0.05 0.06
H 7.42610 1.53731 0.02673 0.07 -0.04 -0.03
H 5.28055 0.51545 -0.66498 0.02 -0.19 -0.06
H 4.21770 2.31616 -2.74349 0.05 -0.01 -0.02
H 3.68361 1.63764 -5.07588 0.03 0.01 -0.03
H 1.69560 0.17597 -5.46502 -0.05 -0.07 -0.05
H 0.35686 -0.54960 -3.48213 -0.09 -0.06 -0.08
O -2.13866 1.49864 -2.95579 0.10 0.32 -0.93
Cl -2.16972 1.00573 -1.62006 -1.07 0.54 -0.91
O -3.40941 1.39916 -1.01148 -0.83 0.24 0.48
O -1.09061 1.56414 -0.88545 1.36 0.30 1.05
O -2.09262 -0.41608 -1.63726 0.31 -1.33 0.06
F -5.53498 3.00476 1.61313 0.04 -0.04 -0.08
C -5.39325 1.70281 1.98539 0.02 -0.01 0.17
C -4.20826 1.05134 1.74522 -0.25 -0.02 0.03
C -4.07170 -0.29399 2.07017 -0.40 0.12 0.08
C -2.80631 -0.97654 1.72656 0.17 -0.01 -0.01
O -1.90964 -0.32436 1.20996 -0.24 -0.08 0.06
C -2.77176 -2.37655 2.08995 0.66 -0.46 -0.13
C -3.84522 -2.95124 2.66201 0.14 0.22 -0.05
N -5.03562 -2.31564 2.92358 0.11 -0.30 -0.11
C -6.15384 -3.08182 3.36602 -0.21 -0.06 0.23
C -6.45558 -4.37447 2.67106 0.00 -0.04 0.04
C -7.34943 -3.19280 2.45852 -0.11 0.06 0.02
C -5.14941 -0.97755 2.66436 0.09 0.65 -0.18
C -6.30805 -0.26263 2.98808 -0.03 0.06 -0.09
C -6.45597 1.07282 2.63222 0.40 -0.29 -0.03
N -7.66549 1.72535 2.99908 0.20 0.04 -0.27
C -7.84205 3.15896 2.92149 0.24 0.14 -0.04
C -8.97989 3.49945 3.91756 0.05 0.59 -0.49
N -9.07205 2.33124 4.82660 0.08 0.08 0.55
C -9.70013 1.18454 4.12387 -0.23 -0.58 -0.42
C -8.92676 1.05592 2.78863 -0.09 -0.07 0.01
C -1.54962 -3.32811 1.84693 -0.59 0.44 0.06
O -1.64902 -4.42552 2.38885 -0.09 -0.64 0.34
O -0.64557 -2.89966 1.10840 0.45 0.48 -0.31
H -3.39393 1.53883 1.23026 0.07 0.09 -0.05
H -3.77985 -3.99011 2.95385 0.03 -0.05 -0.06
H -6.33249 -3.03021 4.43908 -0.09 -0.08 -0.08
H -6.81453 -5.20235 3.26351 -0.01 0.02 0.10
H -5.80893 -4.66217 1.85721 0.08 0.04 -0.06
H -8.33578 -3.19188 2.90219 -0.03 -0.05 0.08
H -7.29047 -2.68760 1.50603 0.09 0.04 -0.07
H -7.10637 -0.76379 3.51492 -0.04 -0.04 0.05
H -8.09498 3.51197 1.91270 -0.05 -0.01 0.14
H -6.92049 3.65608 3.21774 -0.07 -0.05 0.01
H -9.93796 3.63235 3.41466 -0.01 -0.10 0.15
H -8.75419 4.40378 4.48228 -0.05 -0.15 0.07
H -9.51562 2.54318 5.72093 0.11 -0.06 -0.13
H -8.07999 2.03348 4.93373 -0.32 0.01 0.19
H -10.76088 1.37692 3.96929 0.04 0.11 0.13
H -9.57843 0.29380 4.74241 0.01 0.13 0.05
H -9.49282 1.52197 1.97179 0.01 -0.01 0.01
H -8.76788 0.01267 2.52752 -0.07 0.06 0.05
F 2.82496 -1.63732 -0.52650 -0.66 0.30 0.49
B 3.90379 -2.12788 -1.29537 0.04 -0.13 0.03
F 4.21546 -1.19979 -2.27582 0.16 0.77 -0.69
F 4.99532 -2.28903 -0.46839 0.78 -0.11 0.65
F 3.54757 -3.32062 -1.87802 -0.30 -0.81 -0.37
```
Positions in Å, forces in eV/Å.

Results
Energy in eV: -99795.78640
LUMO level in eV: -0.450
Total charge: -1


[2]
Entry from the OMol25 dataset: C30H29BaBr2N5O2Si as an isolated structure (wB97M-V/def2-TZVPD).

Structure (XYZ):
```
70
Properties=species:S:1:pos:R:3:forces:R:3
Ba -1.07114 0.04837 -0.48527 0.05 -0.09 -0.10
Br -0.51047 1.42293 -8.57965 0.00 0.00 0.00
C -0.88366 0.93716 -6.78234 0.00 -0.01 0.04
C -2.16041 0.47182 -6.43757 0.03 0.01 -0.01
C -2.43794 0.12373 -5.14363 -0.07 -0.03 -0.03
C -1.47141 0.21526 -4.10004 0.15 0.09 -0.08
O -1.77765 -0.08852 -2.90047 -0.01 -0.02 0.21
C -0.17110 0.68078 -4.48289 0.07 0.00 0.10
C 0.95243 0.81870 -3.58824 -0.07 -0.05 0.07
N 1.02149 0.56601 -2.32399 -0.05 0.07 -0.17
C 2.29060 0.69131 -1.72674 -0.04 0.00 -0.03
C 3.44043 0.23319 -2.32437 -0.02 0.02 0.07
C 4.69660 0.36856 -1.69785 -0.03 -0.02 -0.03
C 4.79765 0.93645 -0.46347 0.03 0.00 0.03
C 3.63301 1.38361 0.20569 0.01 -0.04 -0.05
C 3.67558 1.93872 1.50445 -0.02 0.00 -0.01
C 2.52091 2.34349 2.10236 0.00 0.01 0.01
C 1.31291 2.18868 1.39550 0.01 0.00 0.00
N 1.22610 1.67838 0.19250 -0.04 -0.01 0.02
C 2.37227 1.26338 -0.41896 0.02 0.02 0.02
C 0.08406 1.03612 -5.82288 -0.01 0.02 -0.06
H -2.92437 0.39186 -7.20014 0.00 0.00 0.00
H -3.42283 -0.23300 -4.87005 0.01 0.00 0.01
H 1.85574 1.19693 -4.08116 0.00 0.00 -0.02
H 3.37005 -0.26665 -3.28181 0.02 0.00 -0.01
H 5.57898 -0.00197 -2.20290 0.00 0.00 0.01
H 5.75570 1.03207 0.03226 0.00 0.00 -0.01
H 4.63080 2.02639 2.00822 0.00 0.00 0.00
H 2.50604 2.75836 3.10028 0.01 0.00 0.00
H 0.38282 2.49017 1.86505 0.00 0.00 0.00
H 1.07187 1.39288 -6.09054 0.00 0.00 0.00
O -6.81160 1.35926 3.33897 -0.01 -0.01 0.01
C -5.82517 1.20059 2.43673 0.00 -0.03 -0.01
C -5.28760 2.25301 1.69997 0.01 0.01 0.00
C -4.27433 1.97025 0.80932 -0.01 0.00 -0.01
N -3.77598 0.74644 0.61191 0.02 0.00 0.02
C -4.31458 -0.23082 1.32054 0.04 -0.07 -0.02
Br -3.60404 -1.96649 1.02990 -0.01 0.05 0.01
C -5.33158 -0.08303 2.24147 -0.02 0.03 0.01
H -7.07377 2.28493 3.39068 0.00 0.01 0.00
H -5.64871 3.26646 1.81838 0.00 0.00 0.00
H -3.83472 2.76535 0.21821 0.00 0.00 0.00
H -5.72981 -0.92008 2.79427 0.00 0.00 0.00
C -1.94095 1.48075 3.59544 -0.02 0.02 -0.01
C -0.78586 0.52165 3.49526 -0.01 -0.05 0.00
C 0.08718 0.36215 4.55020 -0.02 0.03 0.03
C 1.13572 -0.55405 4.39308 0.04 -0.03 0.02
C 1.27729 -1.24180 3.22240 -0.03 0.00 -0.03
C 0.35471 -1.02805 2.14983 0.02 -0.03 -0.04
N -0.67276 -0.14600 2.33859 0.02 0.17 0.07
N 0.43332 -1.60491 0.94927 -0.04 -0.03 -0.03
Si 1.46477 -2.85850 0.40814 -0.05 0.00 0.04
C 1.06581 -3.06906 -1.41312 -0.02 0.00 -0.02
C 3.30717 -2.49882 0.53297 0.01 0.01 -0.01
C 1.12154 -4.46820 1.31536 0.04 -0.02 -0.02
H -2.88790 0.95511 3.45687 0.01 -0.01 0.00
H -1.87811 2.24806 2.81850 0.00 -0.01 -0.01
H -1.95905 1.97782 4.56453 0.00 0.00 0.00
H -0.04978 0.91367 5.47002 0.00 0.00 0.00
H 1.83765 -0.71771 5.20312 0.00 0.00 0.00
H 2.08810 -1.94390 3.08518 0.00 0.00 0.00
H 1.25773 -2.14021 -1.95927 0.00 0.00 -0.01
H 0.01368 -3.33018 -1.56113 0.00 0.00 0.00
H 1.66515 -3.85334 -1.88116 0.01 -0.01 0.02
H 3.54254 -1.52703 0.09291 0.00 0.00 0.00
H 3.86909 -3.25678 -0.02053 0.01 0.00 0.01
H 3.67826 -2.49959 1.55988 -0.01 0.00 0.00
H 0.08420 -4.77960 1.17361 0.00 0.01 0.00
H 1.28957 -4.35786 2.38952 0.00 0.00 0.00
H 1.76772 -5.27466 0.95881 0.00 0.00 0.00
```
Positions in Å, forces in eV/Å.

Results
Energy in eV: -191788.27908
LUMO level in eV: -0.089
Total charge: 0


[3]
Entry from the OMol25 dataset: C30H29ClLuN2O2P as an isolated structure in a non-equilibrium geometry (wB97M-V/def2-TZVPD).

Structure (XYZ):
```
66
Properties=species:S:1:pos:R:3:forces:R:3
Lu 0.91047 0.09183 0.93823 1.90 -2.41 -0.78
Cl 2.96520 0.40858 2.16256 -0.79 -0.07 -0.36
C -0.65730 1.60621 1.39301 -7.86 5.41 0.94
O -1.65825 2.22293 1.45678 5.94 -3.58 -0.27
P 0.78394 1.73427 -1.49355 1.05 0.87 -1.30
C -0.30270 2.02933 -2.94756 -0.92 -0.54 0.26
C 0.97578 3.41103 -0.78302 -0.44 -0.25 0.76
C 2.44200 1.48272 -2.27199 -0.09 -0.52 0.36
C 2.18105 3.79381 -0.17539 -0.32 -0.02 0.12
C 2.25925 5.02957 0.46487 0.03 -0.09 0.13
C 1.14156 5.85950 0.54632 -0.12 -0.08 -0.13
C -0.07551 5.44575 -0.00534 -0.10 -0.16 0.11
C -0.17084 4.21124 -0.64720 0.23 0.09 0.11
H 3.02449 3.10077 -0.16669 -0.07 0.38 -0.13
H 3.19335 5.32162 0.93759 -0.16 0.01 -0.10
H 1.20186 6.81530 1.07050 0.02 -0.30 -0.21
H -0.97152 6.05910 0.10383 0.32 -0.11 -0.06
H -1.14099 3.84325 -0.99711 0.36 0.30 -0.13
C -1.65269 1.63976 -2.86310 0.45 -0.04 -0.24
C -2.50386 1.81078 -3.95549 -0.02 0.03 0.19
C -2.04143 2.41633 -5.12479 0.09 -0.10 0.35
C -0.71175 2.82752 -5.19753 0.01 -0.10 0.16
C 0.16002 2.61796 -4.12861 -0.09 -0.04 0.10
H -2.00092 1.14998 -1.95064 -0.10 0.14 -0.26
H -3.53108 1.46049 -3.88878 0.16 0.12 -0.03
H -2.71516 2.55468 -5.96964 0.21 -0.03 0.21
H -0.34203 3.29714 -6.10212 0.00 -0.05 0.09
H 1.20223 2.89781 -4.21872 -0.22 0.01 -0.14
C 3.14304 2.52840 -2.88867 0.31 -0.03 0.00
C 4.41620 2.30057 -3.42723 -0.34 -0.12 0.22
C 5.00856 1.03787 -3.30369 -0.27 0.04 0.15
C 4.31556 -0.00278 -2.67003 0.09 -0.06 -0.14
C 3.01893 0.20109 -2.19708 0.10 0.62 0.17
H 2.71103 3.53307 -2.93326 0.23 -0.38 0.06
H 4.94261 3.12619 -3.91314 -0.14 -0.36 0.16
H 6.01603 0.87352 -3.69208 -0.35 0.00 0.16
H 4.79287 -0.97537 -2.53846 -0.16 0.28 -0.15
H 2.44623 -0.61803 -1.73840 0.30 0.13 -0.20
H -1.00185 -1.10656 -1.79868 -0.59 0.27 0.32
H -0.40764 -1.40470 -2.08679 0.62 -0.35 -0.29
C -3.45963 -4.41387 3.67718 -0.84 -0.39 0.50
N -2.97232 -3.47446 2.69037 0.28 0.23 0.33
N -1.65215 -3.18011 2.52464 0.62 0.68 -0.33
C -1.55698 -2.06173 1.71704 -0.98 -0.95 0.69
O -0.41957 -1.47868 1.43219 0.01 0.70 -0.40
C -2.89114 -1.72624 1.37643 1.69 1.52 -0.62
C -3.72979 -2.55936 2.06683 -0.05 -0.87 0.24
C -5.20175 -2.56988 2.21925 -0.82 0.47 -0.48
C -0.58921 -3.97639 3.06841 0.80 -0.48 0.24
C -0.67510 -5.37944 3.12718 0.25 0.09 -0.21
C 0.42902 -6.13088 3.56034 -0.09 0.45 -0.12
C 1.63279 -5.49415 3.87890 -0.06 0.45 -0.05
C 1.70241 -4.09149 3.84816 -0.39 0.06 -0.06
C 0.58280 -3.32663 3.48854 -0.05 -0.07 -0.11
H -4.09765 -3.88567 4.39339 0.11 -0.06 -0.15
H -2.66384 -4.89785 4.23535 -0.05 0.27 -0.16
H -4.06141 -5.17814 3.17041 0.18 0.10 0.17
H -3.07360 -0.87335 0.71520 -0.45 -0.53 0.45
H -5.68694 -3.48752 1.86265 0.34 0.12 -0.06
H -5.57635 -2.41763 3.24174 0.50 0.02 -0.14
H -5.57630 -1.73442 1.61801 -0.15 -0.25 0.13
H -1.59249 -5.89107 2.82125 0.53 0.13 -0.01
H 0.34970 -7.21670 3.61920 0.01 0.33 -0.07
H 2.52371 -6.07191 4.14764 -0.47 0.20 -0.06
H 2.62273 -3.55882 4.10219 -0.30 -0.33 0.01
H 0.61340 -2.22507 3.51123 0.10 -0.80 0.04
```
Positions in Å, forces in eV/Å.

Results
Energy in eV: -94074.51047
LUMO level in eV: -7.622
Total charge: +2